C33H38GeHgN5O8P2S as an isolated structure at a distorted geometry, computed with ωB97M-V/def2-TZVPD.

The geometry in XYZ format:
```
89
Properties=species:S:1:pos:R:3:lowdin_charge:R:1
Hg 1.40392 0.19152 0.20744 0.981
C 1.87201 -4.80448 0.19122 -0.053
N 2.76513 -3.89033 -0.48756 -0.152
C 3.47133 -4.55430 -1.64962 -0.014
C 2.90086 -2.59097 -0.05230 -0.378
N 2.00128 -1.98437 0.71976 0.045
N 4.09692 -1.93717 -0.42018 0.132
C 4.41796 -0.62872 -0.35022 -0.502
N 5.79493 -0.35448 -0.30860 0.137
N 3.52689 0.32324 -0.33652 -0.014
H 2.01790 -4.68344 1.23464 0.076
H 2.18728 -5.78488 -0.07371 0.066
H 0.82769 -4.72372 -0.18118 0.099
H 4.02561 -3.79722 -2.20607 0.077
H 2.77391 -5.03876 -2.26365 0.068
H 4.11521 -5.27252 -1.09025 0.100
H 1.10583 -2.52873 0.76046 0.034
H 4.74120 -2.54814 -0.87701 0.114
H 6.44199 -1.10299 -0.29320 0.073
H 6.00494 0.54201 -0.69008 0.088
H 3.99841 1.21092 -0.39807 0.048
O -2.81807 -1.74291 -0.92808 -0.166
P -1.25413 -1.57419 -0.43384 0.303
O -0.79844 -2.88931 0.06634 -0.313
O -1.05965 -0.21728 0.33261 -0.481
O -0.38655 -1.29416 -1.90359 -0.324
P -0.68907 -0.09580 -2.94308 0.243
O 0.10713 -0.37150 -4.23675 -0.113
O -2.13132 0.07949 -3.26130 -0.232
O 0.20424 1.09538 -2.48292 -0.411
H -3.07150 -1.18128 -1.67299 0.040
H 1.00626 0.05074 -4.33371 0.116
O -0.61387 0.52486 4.62703 -0.498
S -1.03420 -0.70221 5.39012 0.987
C 0.08340 -2.02035 4.86856 -0.383
C -0.08309 -3.42790 5.13846 -0.063
C 0.94002 -4.30874 4.95461 -0.108
C 2.12337 -3.87263 4.34221 -0.126
C 2.24062 -2.57124 3.97971 -0.081
C 1.20475 -1.59678 4.31194 -0.086
C -2.38075 -1.25252 4.44224 -0.400
C -3.60436 -1.47310 5.15224 -0.101
C -4.78834 -1.55412 4.42952 -0.100
C -4.66585 -1.72710 3.04765 -0.078
C -3.50021 -1.48236 2.33172 -0.056
C -2.34701 -1.28209 3.02954 -0.044
H -1.05431 -3.86090 5.38858 0.110
H 0.85052 -5.33168 5.25978 0.094
H 2.99679 -4.58366 4.27921 0.116
H 3.06845 -2.12261 3.39705 0.100
H 1.34866 -0.51736 4.19013 0.109
H -3.54950 -1.62389 6.24975 0.103
H -5.71820 -1.61459 4.98523 0.095
H -5.61952 -1.93061 2.51321 0.111
H -3.52531 -1.53726 1.27792 0.072
H -1.40915 -1.09046 2.49436 0.100
C -0.17332 2.94264 0.86074 -0.304
Ge 0.16407 2.18264 -0.99138 0.664
C 1.40352 3.62594 -1.39700 -0.296
C 2.34011 3.41260 -2.38717 -0.171
C 3.09539 4.44390 -2.87259 -0.120
C 2.93754 5.76607 -2.32043 -0.092
C 1.96827 6.00040 -1.31928 -0.105
C 1.16733 4.93457 -0.98901 -0.128
C -1.84309 2.53269 -1.36886 -0.169
C -2.78841 2.15027 -0.44402 -0.123
C -4.03512 1.65348 -0.84339 -0.098
C -4.48061 1.70901 -2.13607 -0.083
C -3.70289 2.34611 -3.10221 -0.197
C -4.17518 2.55470 -4.43186 -0.045
C -3.36281 3.21368 -5.38343 -0.111
C -2.14905 3.75592 -4.91074 -0.127
C -1.60388 3.58045 -3.62673 -0.052
C -2.36515 2.85752 -2.69867 -0.173
H -0.60416 3.91253 0.68176 -0.020
H 0.77739 2.97736 1.35978 -0.014
H -0.94536 2.38296 1.40508 -0.003
H 2.48939 2.37309 -2.88164 0.119
H 3.66819 4.21509 -3.78295 0.091
H 3.51175 6.64512 -2.69063 0.091
H 1.85011 6.92191 -0.73989 0.100
H 0.27660 5.14212 -0.35162 0.100
H -2.68190 2.15565 0.64917 0.095
H -4.79776 1.29706 -0.14435 0.101
H -5.47672 1.42237 -2.46726 0.105
H -5.17502 2.19116 -4.71014 0.100
H -3.71166 3.42681 -6.39747 0.084
H -1.51524 4.21551 -5.75520 0.107
H -0.62531 4.11633 -3.53123 0.116
```

## Properties
**Multiplicity**: 1
**Net charge**: -1
**F_max**: 4.59 eV/Å
**Energy relative to the best compared isomer or geometry (same formula, charge and spin)**: 0.00 kcal/mol
**HOMO**: -2.88 eV